Formula: C9H9O2S2
Source: the Open Molecules 2025 dataset
Level of theory: ωB97M-V/def2-TZVPD

```
! RIJCOSX wB97M-V def2-TZVPD def2/J DEFGRID3
* xyz -1 1
S 2.086 -1.581 1.063
S 2.344 -1.999 3.033
O 1.549 -2.746 0.296
O 3.308 -1.015 0.503
C 0.351 2.165 -1.684
C -0.865 -0.035 -0.652
C -0.891 0.126 -1.971
C 0.371 2.000 -0.324
C -1.020 -0.704 1.680
C -0.084 0.374 1.557
C -1.512 -1.080 0.231
C -0.283 1.267 -2.522
C -0.135 0.818 0.229
H -0.290 1.469 -3.634
H -0.529 -1.558 2.119
H 0.768 0.682 2.116
H 0.981 2.770 0.264
H -2.669 -1.225 0.206
H 0.719 3.049 -2.147
H -1.044 -2.005 -0.038
H -1.828 -0.268 2.313
H -1.325 -0.503 -2.638
*
```

Values from the calculation:
HOMO-LUMO gap (alpha / beta) (eV): 6.7 / 6.6
LUMO (alpha / beta) (eV): 2.8 / 2.8
HOMO (alpha / beta) (eV): -3.916 / -3.804
Energy above the lowest of the compared OMol25 structures with the same formula, charge and spin (kJ/mol): 260.86

=====

Formula: C39H37AsN3O2RhS2Si
Source: the Open Molecules 2025 dataset
Level of theory: ωB97M-V/def2-TZVPD

```
! RIJCOSX wB97M-V def2-TZVPD def2/J DEFGRID3
* xyz -1 2
Rh 0.068 -0.141 0.974
As 1.199 1.820 2.046
S 3.461 -0.849 1.255
S -1.916 1.483 3.051
Si 0.119 -1.825 2.522
O -0.366 -1.636 -6.865
O -2.922 0.462 1.025
N -4.417 -3.766 -3.681
N -5.001 -3.038 -2.744
N -1.042 -1.414 -0.294
C -3.004 -2.392 -1.387
C -2.400 -1.388 -0.541
C -0.894 -3.534 -1.425
C 0.112 3.432 -1.675
C -4.580 -0.361 -0.356
C 3.643 2.681 3.335
C -1.635 -3.564 -6.064
C 0.106 2.884 -0.399
C 3.092 1.686 2.519
C -5.150 -1.236 -1.243
C -3.461 -3.173 -4.501
C 0.882 -1.164 4.109
C 1.303 2.687 0.289
C 2.039 -0.487 0.185
C 4.943 2.618 3.802
C 0.637 -2.507 -7.331
C -3.219 -1.791 -4.628
C -2.195 -1.319 -5.421
C 0.423 3.227 4.442
C 1.313 3.782 -2.275
C -4.385 -2.258 -1.845
C -0.346 -2.450 -0.770
C 0.345 5.760 3.327
C 2.501 3.054 -0.312
C 0.682 4.665 2.536
C 3.889 0.582 2.180
C 1.107 -3.365 2.062
C 0.724 3.395 3.091
C 2.506 3.595 -1.590
C -1.616 -2.465 2.858
C -1.377 -2.201 -6.123
C 5.205 0.528 2.667
C 0.098 4.317 5.229
C -2.240 -3.500 -1.724
C -3.239 -0.420 0.007
C 0.053 5.589 4.669
C -2.677 -4.033 -5.276
C 5.726 1.521 3.468
C -1.751 0.585 1.648
H 0.520 -0.158 4.328
H -0.214 6.443 5.279
H -2.332 -1.656 3.001
H -6.188 -1.143 -1.531
H -0.836 2.616 0.067
H 3.447 3.864 -2.055
H 1.320 4.196 -3.275
H -1.962 -3.083 2.025
H -0.132 4.175 6.277
H 0.712 -2.418 -0.596
H 0.914 4.817 1.491
H 1.427 -1.879 -7.738
H 0.663 -3.905 1.224
H 0.433 2.234 4.872
H 1.043 -3.117 -6.518
H 5.337 3.416 4.418
H 1.097 -4.034 2.928
H 1.970 -1.130 4.014
H 2.083 -1.360 -0.468
H 5.814 -0.326 2.396
H -1.611 -3.084 3.761
H -1.034 -4.269 -6.623
H -0.823 3.580 -2.200
H -5.173 0.423 0.100
H -0.269 -4.367 -1.713
H 0.268 -3.169 -8.121
H 3.036 3.531 3.611
H 2.145 -3.137 1.822
H 0.317 6.748 2.885
H -2.886 -5.095 -5.221
H -3.846 -1.092 -4.092
H -2.004 -0.256 -5.510
H -2.714 -4.333 -2.221
H 6.745 1.442 3.827
H 0.623 -1.812 4.952
H 2.333 0.356 -0.443
H 3.437 2.909 0.216
*
```

Values from the calculation:
HOMO-LUMO gap (alpha / beta) (eV): 5.6 / 6.0
LUMO (alpha / beta) (eV): 2.3 / 2.2
HOMO (alpha / beta) (eV): -3.217 / -3.747
⟨S²⟩: 0.7841
Energy above the lowest of the compared OMol25 structures with the same formula, charge and spin (kJ/mol): 136.21

=====

Formula: C2H3NO2
Source: the Open Molecules 2025 dataset
Level of theory: ωB97M-V/def2-TZVPD

```
! RIJCOSX wB97M-V def2-TZVPD def2/J DEFGRID3
* xyz 0 1
O -1.193 -0.742 -0.407
O -0.767 1.444 0.150
N 1.333 0.165 -0.245
C -1.328 0.240 0.245
C 1.794 -0.847 -0.163
H -0.162 1.603 -0.514
H 2.170 -1.953 -0.280
H -1.847 0.091 1.215
*
```

Values from the calculation:
HOMO-LUMO gap (eV): 11.4
LUMO (eV): 1.0
SMILES: O=CO.C#N
HOMO (eV): -10.388
Energy above the lowest of the compared OMol25 structures with the same formula, charge and spin (kJ/mol): 164.21

=====

Formula: C27H42F6O15Pb
Source: the Open Molecules 2025 dataset
Level of theory: ωB97M-V/def2-TZVPD

```
! RIJCOSX wB97M-V def2-TZVPD def2/J DEFGRID3
* xyz 0 1
Pb 0.806 0.583 0.549
F -2.025 2.748 -4.201
F -1.862 0.712 -3.467
F -4.313 0.296 3.458
F -0.267 1.555 -4.710
F -3.804 1.663 1.886
F -3.470 2.229 3.984
O 2.004 2.814 0.792
O 3.115 0.214 -0.500
O 2.246 -1.754 4.399
O -1.029 1.142 2.304
O 3.598 -2.508 2.913
O 0.166 1.294 -1.710
O -2.621 -2.643 -0.794
O -1.383 -0.985 -0.087
O 3.404 4.012 -0.462
O 0.991 -4.322 0.779
O 2.306 -0.726 2.401
O -1.177 3.192 -1.630
O 1.128 -2.140 0.343
O -2.035 -0.816 2.633
O 3.484 -0.906 -2.370
C 3.342 1.421 -2.631
C -0.415 2.288 -2.411
C 4.239 -2.414 1.654
C -4.704 -1.688 -1.058
C 3.759 -0.706 -3.759
C -3.990 -3.010 -0.938
C -3.365 1.240 3.095
C 0.556 -3.689 -1.417
C 3.271 0.212 -1.699
C -2.508 -1.765 3.586
C -2.489 -1.373 -0.276
C 2.667 -1.576 3.170
C 3.354 5.153 -1.316
C 1.381 5.054 0.062
C -2.387 2.678 -1.106
C -2.222 -3.136 3.023
C 1.536 -0.654 5.007
C 2.203 5.997 -0.817
C 3.188 0.685 -3.975
C 0.868 -3.248 -0.020
C -3.883 -0.675 -0.260
C -1.956 0.552 3.059
C -2.892 3.684 -0.080
C -1.134 1.854 -3.712
C 2.282 3.847 0.254
C 0.719 -5.547 0.123
C 0.174 -5.173 -1.287
H 1.436 -3.450 -2.018
H -2.210 3.773 0.771
H 3.445 1.263 -4.862
H -3.865 3.383 0.305
H -0.912 -5.144 -1.192
H -4.234 -0.564 0.761
H 1.566 -6.227 0.023
H 4.837 -0.698 -3.956
H -3.586 -1.723 3.769
H 2.539 6.816 -0.178
H 0.596 4.526 -0.496
H 1.524 6.458 -1.533
H 3.211 4.852 -2.356
H 1.612 -0.730 6.087
H 3.741 -1.806 0.899
H 2.123 0.497 -4.169
H -1.138 -3.283 2.882
H 0.514 -5.717 -2.162
H -3.742 0.236 -0.829
H 0.522 -0.728 4.618
H -1.644 0.549 4.122
H -2.261 1.756 -0.536
H -5.728 -1.786 -0.685
H 3.333 -1.493 -4.373
H -3.170 2.562 -1.860
H 1.055 5.475 1.006
H 2.484 2.073 -2.504
H 0.391 2.961 -2.744
H 2.004 0.284 4.712
H -0.293 -3.146 -1.829
H 4.324 5.633 -1.198
H 5.259 -2.039 1.740
H -0.045 -6.048 0.717
H -2.074 -1.562 4.570
H -4.083 -3.664 -1.806
H -2.921 4.713 -0.449
H -2.420 -3.174 1.946
H -4.847 -1.364 -2.089
H -4.237 -3.610 -0.054
H 4.287 -3.421 1.236
H -2.576 -3.986 3.599
H 4.325 1.888 -2.666
*
```

Values from the calculation:
HOMO-LUMO gap (eV): 8.2
LUMO (eV): 0.5
HOMO (eV): -7.741
Energy above the lowest of the compared OMol25 structures with the same formula, charge and spin (kJ/mol): 159.20

=====

Formula: C19H17Br2N6OPtS
Source: the Open Molecules 2025 dataset
Level of theory: ωB97M-V/def2-TZVPD

```
! RIJCOSX wB97M-V def2-TZVPD def2/J DEFGRID3
* xyz 3 1
Pt -0.215 -0.835 0.036
Br -1.999 3.022 -4.080
Br 2.843 1.533 -6.364
S -1.463 -2.093 -1.386
O -1.016 1.197 -1.923
N -2.829 -4.279 -0.922
N 1.226 -0.425 -1.747
N -2.026 -3.260 0.960
N 1.360 -0.345 1.398
N -1.135 0.701 1.504
N -1.274 -2.250 1.580
C 1.959 0.490 -3.853
C 3.324 -1.094 -2.700
C 3.135 -0.267 -3.790
C 0.981 0.460 2.560
C 1.836 0.711 3.596
C 0.175 2.097 4.668
C -0.323 1.008 2.551
C 1.035 0.383 -2.800
C 2.350 -1.149 -1.719
C -2.331 1.249 1.455
C -2.820 2.113 2.449
C 0.488 2.124 -5.055
C -0.728 1.851 3.603
C -2.027 2.407 3.526
C 1.420 1.532 4.666
C -0.450 2.076 -4.050
C 1.660 1.374 -4.974
C -0.224 1.213 -2.828
C -2.144 -3.288 -0.370
H 2.107 1.722 5.478
H -2.376 3.060 4.314
H 3.881 -0.216 -4.569
H -2.509 -3.930 1.546
H 2.836 0.294 3.604
H -3.815 2.522 2.353
H -0.137 2.740 5.481
H -3.269 -5.007 -0.378
H 0.337 2.746 -5.928
H 2.455 -1.815 -0.873
H -0.600 -2.682 2.208
H 2.074 0.174 0.887
H -2.955 -4.306 -1.923
H -1.880 -1.635 2.118
H 4.212 -1.703 -2.611
H -2.941 0.991 0.598
H 1.794 -1.213 1.703
*
```

Values from the calculation:
HOMO-LUMO gap (alpha / beta) (eV): 4.4 / 4.4
LUMO (alpha / beta) (eV): -11.9 / -11.9
HOMO (alpha / beta) (eV): -16.312 / -16.313
Energy above the lowest of the compared OMol25 structures with the same formula, charge and spin (kJ/mol): 187.58

=====

Formula: C19H19ClN4O2Re
Source: the Open Molecules 2025 dataset
Level of theory: ωB97M-V/def2-TZVPD

```
! RIJCOSX wB97M-V def2-TZVPD def2/J DEFGRID3
* xyz 4 4
Re -1.080 -0.206 0.325
Cl 5.344 -1.248 1.065
O 0.618 -1.174 2.780
O -0.341 2.330 2.029
N 2.006 0.704 0.717
N 0.141 1.473 -1.354
N 0.979 -1.542 -0.737
N -2.398 -0.261 1.691
C 3.666 2.319 0.299
C -2.868 -1.575 -0.306
C 2.868 -0.260 0.942
C -1.778 -2.173 -0.953
C 4.621 1.354 0.502
C -1.527 -0.161 -2.295
C 1.370 -2.647 -0.626
C -4.108 -0.320 3.469
C 2.059 -3.890 -0.778
C -0.019 2.529 -1.753
C -2.507 0.510 -1.544
C -0.584 1.400 1.328
C -0.009 3.774 -2.497
C 4.251 0.051 0.834
C 2.326 1.940 0.429
C -3.458 -0.422 2.200
C 0.038 -0.851 1.808
C -1.170 -1.466 -2.006
C -3.235 -0.230 -0.603
H -2.766 1.548 -1.741
H 1.392 -4.757 -0.821
H -1.018 0.353 -3.094
H -0.891 3.915 -3.128
H -0.398 -1.937 -2.591
H -3.248 -0.213 4.154
H 2.549 -1.278 1.167
H -4.748 0.586 3.417
H 2.692 -3.900 -1.679
H 3.835 3.355 0.053
H 0.034 4.617 -1.807
H 2.718 -4.038 0.081
H -3.968 0.324 -0.010
H 5.687 1.558 0.412
H 0.880 3.833 -3.137
H -1.482 -3.189 -0.701
H 1.518 2.653 0.298
H -3.299 -2.133 0.531
H -4.690 -1.253 3.630
*
```

Values from the calculation:
HOMO-LUMO gap (alpha / beta) (eV): 8.6 / 6.4
LUMO (alpha / beta) (eV): -13.2 / -16.2
HOMO (alpha / beta) (eV): -21.764 / -22.575
⟨S²⟩: 3.7891
Energy above the lowest of the compared OMol25 structures with the same formula, charge and spin (kJ/mol): 168.12

=====

> Look up the energy above the lowest of the compared OMol25 structures with the same formula, charge and spin of the fifth one.

187.58 kJ/mol